95
Properties=species:S:1:pos:R:3:mulliken_charge:R:1 method="wB97M-V/def2-TZVPD" homo_lumo_gap_ev=6.54 charge=-1 total_energy_ha=-5208.2218 multiplicity=1 lumo_energy_ev=1.70
O -0.001 2.724 -0.011 -0.75
P -1.142 1.826 0.459 0.57
In -0.049 -0.125 1.734 0.87
S -0.286 -2.198 0.317 -0.56
N -1.172 -0.299 3.607 -0.51
C -0.838 -1.279 4.177 0.35
S -0.276 -2.369 5.270 -0.43
B 2.174 0.292 2.155 0.28
O 2.638 1.502 2.662 -0.63
O 3.089 -0.742 1.883 -0.51
H -1.827 1.366 -0.699 -0.20
H -2.092 2.551 1.257 -0.04
H 0.509 -1.874 -0.733 0.06
H 2.834 1.328 3.607 0.37
H 2.802 -1.528 2.369 0.24
C -4.509 -0.234 -4.057 0.03
C -3.028 -0.468 -4.073 0.37
O -2.622 0.014 -2.806 -0.24
C -3.687 -0.158 -1.970 0.40
O -3.627 -0.103 -0.788 -0.44
O -4.827 -0.398 -2.672 -0.23
F -2.425 0.270 -5.039 -0.31
H -4.776 0.773 -4.370 0.11
H -5.051 -0.948 -4.673 0.02
H -2.736 -1.516 -4.179 0.32
C -7.325 -4.057 -2.957 -0.44
C -8.346 -3.455 -2.030 0.28
O -8.065 -2.072 -2.113 -0.28
C -7.540 -1.857 -3.354 0.67
O -7.429 -0.793 -3.860 -0.46
O -7.164 -3.028 -3.934 -0.26
F -8.164 -3.867 -0.752 -0.30
H -6.372 -4.238 -2.457 0.29
H -7.666 -4.982 -3.418 0.24
H -9.384 -3.634 -2.323 0.28
C 5.346 1.477 7.487 -0.50
C 4.090 2.239 7.814 0.47
O 3.349 2.143 6.613 -0.26
C 3.727 0.977 6.020 0.76
O 3.127 0.444 5.145 -0.65
O 4.869 0.495 6.568 -0.32
F 4.352 3.545 8.068 -0.31
H 6.092 2.104 6.996 0.29
H 5.795 1.009 8.361 0.28
H 3.506 1.818 8.636 0.19
C 5.941 -0.666 0.047 -0.10
C 7.191 -1.428 0.384 0.83
O 6.824 -2.770 0.114 -0.36
C 5.875 -2.716 -0.869 0.68
O 5.541 -3.648 -1.524 -0.54
O 5.383 -1.462 -1.006 -0.31
F 7.506 -1.315 1.703 -0.31
H 5.238 -0.622 0.882 0.01
H 6.145 0.346 -0.295 0.28
H 8.061 -1.163 -0.218 -0.14
C -0.528 0.430 8.726 -0.34
C 0.731 -0.387 8.764 0.28
O 0.899 -0.647 10.148 -0.32
C -0.354 -0.650 10.690 0.62
O -0.620 -1.085 11.761 -0.51
O -1.256 -0.097 9.839 -0.32
F 1.803 0.327 8.321 -0.20
H -0.337 1.493 8.886 0.26
H -1.082 0.304 7.797 0.28
H 0.671 -1.330 8.218 0.20
C -5.523 2.873 -1.356 -0.09
C -4.859 3.603 -2.491 0.27
O -5.839 4.552 -2.873 -0.32
C -6.566 4.826 -1.749 0.55
O -7.292 5.756 -1.633 -0.52
O -6.342 3.899 -0.785 -0.35
F -4.617 2.774 -3.541 -0.24
H -6.155 2.054 -1.705 0.14
H -4.812 2.485 -0.628 0.24
H -3.937 4.120 -2.217 0.22
C -4.004 0.943 -8.468 -0.45
C -5.354 1.348 -8.994 0.31
O -6.146 0.205 -8.734 -0.32
C -5.599 -0.399 -7.640 0.65
O -6.150 -1.224 -6.989 -0.49
O -4.346 0.073 -7.388 -0.25
F -5.322 1.566 -10.333 -0.30
H -3.419 0.393 -9.207 0.26
H -3.418 1.790 -8.114 0.30
H -5.792 2.215 -8.495 0.29
C 10.637 -1.775 -2.167 -0.45
C 11.353 -1.038 -3.267 0.29
O 10.403 -0.069 -3.665 -0.31
C 9.641 0.202 -2.565 0.63
O 8.928 1.139 -2.455 -0.48
O 9.816 -0.748 -1.605 -0.28
F 11.620 -1.851 -4.318 -0.29
H 10.004 -2.578 -2.550 0.29
H 11.315 -2.184 -1.422 0.28
H 12.272 -0.540 -2.952 0.27